#i
{"formula": "C19H26N2O4S", "method": "the ωB97M-V functional and the def2-TZVPD basis", "spin_multiplicity": 1, "e_homo_ev": -8.10, "smiles": "COc1ccc(S(=O)(=O)NC[C@@H]2CCCN(Cc3ccc(C)o3)C2)cc1", "gap_ev": 8.71, "elements": ["C", "O", "C", "C", "C", "C", "S", "O", "O", "N", "C", "C", "C", "C", "C", "N", "C", "C", "C", "C", "C", "C", "O", "C", "C", "C", "H", "H", "H", "H", "H", "H", "H", "H", "H", "H", "H", "H", "H", "H", "H", "H", "H", "H", "H", "H", "H", "H", "H", "H", "H", "H"], "coordinates": [[0.34, 2.90, -5.81], [1.48, 2.70, -5.01], [1.54, 1.61, -4.21], [0.52, 0.66, -4.08], [0.69, -0.41, -3.22], [1.86, -0.54, -2.50], [2.02, -1.92, -1.39], [1.57, -3.13, -2.02], [3.33, -1.90, -0.79], [0.84, -1.52, -0.26], [1.22, -0.46, 0.65], [-0.01, 0.16, 1.30], [-0.97, 0.75, 0.26], [-2.17, 1.38, 0.96], [-1.68, 2.44, 1.96], [-0.71, 1.96, 2.92], [-1.22, 1.37, 4.14], [-1.87, 0.02, 4.05], [-1.37, -1.24, 4.18], [-2.46, -2.13, 3.99], [-3.56, -1.34, 3.77], [-4.98, -1.68, 3.50], [-3.20, -0.04, 3.80], [0.40, 1.28, 2.28], [2.87, 0.39, -2.62], [2.72, 1.46, -3.47], [0.18, 2.07, -6.51], [-0.56, 3.04, -5.20], [0.54, 3.81, -6.38], [-0.40, 0.76, -4.64], [-0.08, -1.16, -3.11], [0.48, -2.34, 0.19], [1.73, 0.29, 0.04], [1.92, -0.81, 1.41], [-0.54, -0.62, 1.86], [-1.29, -0.04, -0.43], [-0.44, 1.51, -0.32], [-2.73, 0.61, 1.48], [-2.83, 1.85, 0.23], [-2.53, 2.86, 2.51], [-1.20, 3.25, 1.40], [-0.37, 1.29, 4.83], [-1.94, 2.07, 4.56], [-0.36, -1.51, 4.39], [-2.44, -3.20, 4.03], [-5.28, -1.32, 2.52], [-5.11, -2.76, 3.55], [-5.63, -1.22, 4.25], [1.05, 0.87, 3.06], [0.97, 2.03, 1.72], [3.78, 0.24, -2.05], [3.49, 2.20, -3.59]], "nbo_charge": [-0.255, -0.485, 0.319, -0.272, -0.152, -0.386, 2.314, -0.939, -0.944, -0.867, -0.215, -0.246, -0.407, -0.420, -0.214, -0.439, -0.257, 0.251, -0.310, -0.327, 0.296, -0.654, -0.420, -0.213, -0.158, -0.262, 0.180, 0.178, 0.205, 0.218, 0.237, 0.403, 0.202, 0.193, 0.210, 0.220, 0.192, 0.204, 0.207, 0.201, 0.186, 0.214, 0.216, 0.225, 0.226, 0.224, 0.229, 0.225, 0.198, 0.191, 0.246, 0.231]}

=====

#ii
{"formula": "C19H26N2O4S", "method": "the ωB97M-V functional and the def2-TZVPD basis", "spin_multiplicity": 1, "e_homo_ev": -8.39, "smiles": "CCOC(=O)CCNC(=O)N1CCC[C@H](C(=O)c2ccccc2SC)C1", "gap_ev": 8.80, "elements": ["C", "C", "O", "C", "O", "C", "C", "N", "C", "O", "N", "C", "C", "C", "C", "C", "O", "C", "C", "C", "C", "C", "C", "S", "C", "C", "H", "H", "H", "H", "H", "H", "H", "H", "H", "H", "H", "H", "H", "H", "H", "H", "H", "H", "H", "H", "H", "H", "H", "H", "H", "H"], "coordinates": [[5.83, 0.60, -0.55], [4.74, 0.33, 0.48], [4.13, -0.94, 0.29], [3.19, -1.03, -0.64], [2.90, -0.15, -1.42], [2.49, -2.37, -0.60], [1.22, -2.21, 0.27], [0.40, -1.11, -0.16], [0.72, 0.14, 0.34], [1.47, 0.28, 1.28], [0.10, 1.20, -0.25], [0.54, 2.54, 0.08], [-0.62, 3.42, 0.55], [-1.73, 3.42, -0.49], [-2.16, 1.98, -0.79], [-2.86, 1.42, 0.45], [-3.63, 2.09, 1.09], [-2.53, 0.02, 0.86], [-1.85, -0.16, 2.06], [-1.54, -1.42, 2.52], [-1.92, -2.53, 1.78], [-2.61, -2.37, 0.59], [-2.93, -1.10, 0.13], [-3.83, -0.82, -1.37], [-4.60, -2.43, -1.72], [-0.94, 1.17, -1.25], [6.31, 1.54, -0.34], [6.58, -0.20, -0.53], [5.39, 0.64, -1.55], [5.16, 0.29, 1.49], [3.97, 1.10, 0.43], [3.14, -3.12, -0.16], [2.21, -2.66, -1.61], [0.63, -3.13, 0.22], [1.51, -2.01, 1.30], [0.15, -1.14, -1.14], [1.30, 2.45, 0.86], [1.00, 2.99, -0.81], [-0.26, 4.43, 0.72], [-1.01, 3.03, 1.49], [-2.59, 3.98, -0.13], [-1.38, 3.89, -1.42], [-2.90, 1.97, -1.59], [-1.56, 0.71, 2.64], [-1.00, -1.55, 3.44], [-1.68, -3.52, 2.12], [-2.91, -3.24, 0.03], [-5.31, -2.25, -2.51], [-3.85, -3.15, -2.06], [-5.11, -2.79, -0.83], [-1.24, 0.14, -1.46], [-0.56, 1.61, -2.18]], "nbo_charge": [-0.636, -0.073, -0.501, 0.819, -0.628, -0.514, -0.208, -0.652, 0.830, -0.693, -0.471, -0.219, -0.409, -0.392, -0.351, 0.618, -0.520, -0.196, -0.103, -0.232, -0.191, -0.238, -0.144, 0.234, -0.734, -0.218, 0.214, 0.207, 0.225, 0.190, 0.204, 0.232, 0.218, 0.200, 0.240, 0.386, 0.248, 0.181, 0.216, 0.204, 0.235, 0.202, 0.250, 0.218, 0.221, 0.215, 0.213, 0.239, 0.215, 0.228, 0.222, 0.201]}

=====

Tell me which of them is the most stable. Sure, it is #ii.

=====

#i
{"formula": "C9H10N4", "method": "the ωB97M-V functional and the def2-TZVPD basis", "spin_multiplicity": 1, "e_homo_ev": [-7.24, -7.24], "gap_ev": [7.16, 7.15], "elements": ["C", "C", "C", "C", "C", "C", "C", "C", "C", "N", "N", "N", "N", "H", "H", "H", "H", "H", "H", "H", "H", "H", "H"], "coordinates": [[-0.22, 2.67, -0.92], [2.04, -1.45, -0.35], [-1.25, 0.85, 0.18], [2.12, -0.05, -0.48], [-0.07, 0.02, 0.02], [0.88, -2.07, 0.08], [-1.25, 2.12, -0.19], [0.78, -3.54, 0.44], [-2.51, 2.96, 0.06], [-0.02, 3.39, -1.82], [-0.19, -1.28, 0.19], [1.04, 1.94, -0.19], [1.08, 0.70, -0.24], [2.83, -2.12, -0.66], [-2.16, 0.39, 0.68], [3.08, 0.51, -0.59], [0.33, -4.07, -0.39], [0.28, -3.59, 1.38], [1.65, -4.05, 0.49], [-2.53, 3.71, -0.62], [-2.45, 3.59, 1.02], [-3.34, 2.32, 0.18], [1.88, 2.57, -0.21]], "nbo_charge": [0.172, -0.275, -0.273, 0.022, 0.346, 0.222, 0.032, -0.642, -0.622, -0.487, -0.396, -0.475, -0.076, 0.232, 0.232, 0.227, 0.234, 0.237, 0.218, 0.240, 0.218, 0.214, 0.401]}

=====

#ii
{"formula": "C9H10N4", "method": "the ωB97M-V functional and the def2-TZVPD basis", "spin_multiplicity": 1, "e_homo_ev": -9.19, "smiles": "N#C/N=C(/N)NCc1ccccc1", "gap_ev": 9.76, "elements": ["N", "C", "N", "C", "N", "N", "C", "C", "C", "C", "C", "C", "C", "H", "H", "H", "H", "H", "H", "H", "H", "H", "H"], "coordinates": [[-1.45, 3.96, -1.18], [-1.62, 3.22, -0.31], [-1.81, 2.34, 0.64], [-1.45, 1.15, 0.21], [-1.64, -0.05, 0.87], [-0.48, 1.11, -0.79], [-0.09, -0.10, -1.44], [0.76, -1.01, -0.54], [1.66, -0.47, 0.36], [2.36, -1.31, 1.20], [2.11, -2.71, 1.27], [1.22, -3.24, 0.36], [0.64, -2.38, -0.58], [-1.23, -0.93, 0.60], [-2.19, 0.00, 1.74], [-0.41, 1.99, -1.34], [0.54, 0.10, -2.30], [-0.92, -0.76, -1.82], [1.85, 0.61, 0.30], [3.07, -0.95, 1.92], [2.61, -3.37, 1.99], [0.89, -4.29, 0.27], [-0.09, -2.73, -1.29]], "nbo_charge": [-0.454, 0.407, -0.618, 0.653, -0.807, -0.627, -0.250, -0.050, -0.213, -0.194, -0.216, -0.209, -0.225, 0.426, 0.420, 0.439, 0.233, 0.192, 0.229, 0.217, 0.222, 0.222, 0.203]}

=====

Tell me which of them is the most stable. Sure, it is #ii.

=====

#i
{"formula": "C7H10O", "method": "the ωB97M-V functional and the def2-TZVPD basis", "spin_multiplicity": 1, "e_homo_ev": -9.39, "smiles": "C#CC[C@H]1CC[C@@H]1O", "gap_ev": 10.40, "elements": ["C", "C", "C", "C", "C", "C", "C", "O", "H", "H", "H", "H", "H", "H", "H", "H", "H", "H"], "coordinates": [[-0.87, -3.31, 0.07], [-0.96, -2.18, -0.35], [-0.96, -0.86, -0.85], [0.15, 0.06, -0.43], [0.16, 1.52, -0.90], [0.79, 1.89, 0.38], [0.28, 0.56, 1.08], [0.94, -0.15, 2.06], [-0.69, -4.22, 0.50], [-0.99, -0.79, -1.92], [-1.86, -0.45, -0.48], [1.08, -0.27, -0.78], [-0.87, 1.86, -0.83], [0.54, 1.77, -1.88], [1.89, 1.76, 0.14], [0.58, 2.69, 1.07], [-0.81, 0.77, 1.43], [1.59, -0.65, 1.69]], "nbo_charge": [-0.234, 0.011, -0.501, -0.203, -0.406, -0.427, 0.129, -0.688, 0.221, 0.235, 0.231, 0.192, 0.191, 0.217, 0.192, 0.220, 0.152, 0.468]}

=====

#ii
{"formula": "C7H10O", "method": "the ωB97M-V functional and the def2-TZVPD basis", "spin_multiplicity": 1, "e_homo_ev": -8.55, "gap_ev": 8.07, "elements": ["C", "C", "C", "C", "C", "C", "C", "H", "H", "H", "H", "H", "H", "H", "H", "H", "H", "O"], "coordinates": [[-0.34, 0.75, 0.01], [0.73, 1.12, 0.95], [1.08, 0.66, -0.48], [1.47, -0.79, -0.54], [0.08, -1.51, -0.01], [-0.95, -0.47, 0.06], [-2.29, -0.79, -0.01], [-0.90, 3.03, 0.13], [1.02, 0.48, 1.82], [0.73, 2.21, 1.02], [1.44, 1.17, -1.52], [1.78, -1.02, -1.58], [2.29, -0.99, 0.26], [0.12, -2.49, -0.39], [0.64, -1.37, 0.97], [-3.15, 0.07, 0.09], [-2.70, -1.81, -0.07], [-1.04, 1.78, -0.73]], "nbo_charge": [0.144, -0.416, -0.224, -0.390, -0.445, -0.044, -0.385, 0.392, 0.233, 0.225, 0.253, 0.211, 0.191, 0.240, 0.219, 0.209, 0.205, -0.617]}

=====

#iii
{"formula": "C7H10O", "method": "the ωB97M-V functional and the def2-TZVPD basis", "spin_multiplicity": 1, "e_homo_ev": -9.44, "smiles": "C=C(C)C=O.C#CC", "gap_ev": 9.88, "elements": ["C", "C", "C", "C", "O", "H", "H", "H", "H", "H", "H", "C", "C", "C", "H", "H", "H", "H"], "coordinates": [[1.27, -0.03, 0.43], [0.78, -1.20, 0.81], [1.17, -2.57, 0.58], [-0.87, -1.16, 1.16], [-1.46, -0.32, 1.71], [0.77, 0.89, 0.72], [2.28, 0.06, 0.07], [-0.01, -3.14, 0.59], [1.63, -3.03, 1.46], [1.71, -2.77, -0.33], [-1.04, -2.45, 0.88], [0.04, 3.53, -0.51], [-0.62, 2.61, -0.91], [-1.39, 1.55, -1.52], [0.58, 4.34, -0.11], [-0.91, 1.15, -2.41], [-2.42, 1.85, -1.76], [-1.51, 0.68, -0.87]], "nbo_charge": [-0.345, -0.134, -0.616, 0.489, -0.496, 0.222, 0.196, 0.170, 0.232, 0.234, 0.049, -0.269, 0.019, -0.701, 0.234, 0.238, 0.241, 0.238]}

=====

#iv
{"formula": "C7H10O", "method": "the ωB97M-V functional and the def2-TZVPD basis", "spin_multiplicity": 1, "e_homo_ev": -7.98, "smiles": "CC1=CC=C(C)C1O", "gap_ev": 8.63, "elements": ["C", "C", "C", "C", "C", "C", "C", "O", "H", "H", "H", "H", "H", "H", "H", "H", "H", "H"], "coordinates": [[2.39, -1.04, 0.11], [0.94, -0.68, 0.38], [0.01, -1.16, 1.29], [-1.23, -0.47, 1.05], [-1.16, 0.44, 0.06], [-2.14, 1.35, -0.62], [0.33, 0.52, -0.23], [0.76, 0.78, -1.57], [2.52, -1.02, -0.96], [2.65, -2.00, 0.48], [3.05, -0.25, 0.55], [0.16, -1.94, 2.01], [-2.16, -0.65, 1.64], [-2.27, 2.32, -0.16], [-1.85, 1.53, -1.67], [-3.08, 0.84, -0.64], [0.65, 1.39, 0.37], [0.44, 0.05, -2.10]], "nbo_charge": [-0.641, 0.021, -0.245, -0.220, -0.013, -0.645, 0.009, -0.704, 0.223, 0.220, 0.222, 0.214, 0.207, 0.222, 0.225, 0.222, 0.219, 0.463]}

=====

Tell me which of them is the most stable. Sure, it is #iv.

=====

#i
{"formula": "C5H6Cl2", "method": "the ωB97M-V functional and the def2-TZVPD basis", "spin_multiplicity": 1, "e_homo_ev": -8.60, "gap_ev": 7.93, "elements": ["C", "C", "C", "C", "C", "Cl", "Cl", "H", "H", "H", "H", "H", "H"], "coordinates": [[0.37, 1.48, -1.03], [-0.56, -1.95, 0.02], [1.34, 1.25, 0.10], [-1.11, -1.22, 0.99], [1.03, 0.17, -0.90], [0.69, 1.27, 1.70], [-2.16, 0.05, 0.55], [-0.70, 1.51, -0.72], [0.60, 1.97, -2.02], [0.07, -2.76, 0.42], [-0.95, -1.96, -1.00], [2.34, 1.71, -0.14], [-0.96, -1.53, 2.04]], "nbo_charge": [-0.666, -0.387, -0.442, -0.247, 0.229, 0.027, 0.007, 0.286, 0.267, 0.218, 0.229, 0.251, 0.230]}

=====

#ii
{"formula": "C5H6Cl2", "method": "the ωB97M-V functional and the def2-TZVPD basis", "spin_multiplicity": 1, "e_homo_ev": -9.82, "smiles": "Cl/C=C/C=C\\CCl", "gap_ev": 10.75, "elements": ["Cl", "C", "C", "C", "C", "C", "Cl", "H", "H", "H", "H", "H", "H"], "coordinates": [[-3.43, -1.10, -0.22], [-2.05, -0.21, 0.28], [-1.23, 0.33, -0.58], [-0.03, 1.14, -0.24], [1.15, 0.63, 0.07], [1.57, -0.80, 0.23], [3.25, -1.04, -0.32], [-2.03, -0.14, 1.35], [-1.47, 0.24, -1.66], [-0.18, 2.23, -0.26], [1.98, 1.35, 0.32], [1.54, -1.08, 1.27], [0.92, -1.54, -0.23]], "nbo_charge": [-0.009, -0.203, -0.254, -0.215, -0.180, -0.413, -0.060, 0.217, 0.227, 0.222, 0.216, 0.225, 0.228]}

=====

Tell me which of them is the most stable. Sure, it is #ii.

=====

#i
{"formula": "CH5OPS", "method": "the ωB97M-V functional and the def2-TZVPD basis", "spin_multiplicity": 1, "e_homo_ev": -8.93, "smiles": "COPS", "gap_ev": 9.79, "elements": ["C", "O", "P", "S", "H", "H", "H", "H", "H"], "coordinates": [[-1.03, -0.51, 0.89], [-0.10, -0.92, -0.06], [0.35, 0.05, -1.25], [1.84, 1.18, -0.30], [-0.57, 0.26, 1.47], [-1.10, -1.42, 1.47], [-1.91, -0.02, 0.44], [1.04, -0.94, -1.74], [1.47, 2.31, -0.94]], "nbo_charge": [-0.258, -0.810, 0.797, -0.346, 0.176, 0.204, 0.179, -0.091, 0.148]}

=====

#ii
{"formula": "CH5OPS", "method": "the ωB97M-V functional and the def2-TZVPD basis", "spin_multiplicity": 1, "e_homo_ev": -9.13, "smiles": "O=P.CS", "gap_ev": 8.25, "elements": ["O", "P", "H", "C", "S", "H", "H", "H", "H"], "coordinates": [[3.25, -4.26, 0.02], [1.94, -4.28, -0.53], [2.08, -3.96, -1.92], [-1.46, 2.59, 0.63], [-0.73, 0.85, 0.72], [-1.28, 2.90, 1.58], [-2.44, 2.48, 0.48], [-0.98, 3.00, -0.31], [-0.39, 0.69, -0.66]], "nbo_charge": [-0.960, 1.164, -0.203, -0.650, -0.120, 0.213, 0.197, 0.228, 0.131]}

=====

#iii
{"formula": "CH5OPS", "method": "the ωB97M-V functional and the def2-TZVPD basis", "spin_multiplicity": 1, "e_homo_ev": -8.70, "gap_ev": 8.81, "elements": ["C", "O", "P", "S", "H", "H", "H", "H", "H"], "coordinates": [[-1.07, 0.30, 1.32], [2.19, 0.06, -2.14], [0.74, 0.09, -2.27], [0.33, -0.61, 0.43], [-1.86, 0.63, 0.57], [-0.56, 1.21, 1.90], [-1.52, -0.51, 2.04], [0.38, -1.30, -2.74], [1.36, 0.13, 0.89]], "nbo_charge": [-0.734, -1.041, 1.094, -0.013, 0.237, 0.246, 0.236, -0.178, 0.153]}

=====

#iv
{"formula": "CH5OPS", "method": "the ωB97M-V functional and the def2-TZVPD basis", "spin_multiplicity": 1, "e_homo_ev": -9.26, "smiles": "COPS", "gap_ev": 10.06, "elements": ["C", "O", "P", "S", "H", "H", "H", "H", "H"], "coordinates": [[-0.36, 1.00, -0.58], [0.34, -0.17, -0.94], [1.17, -1.03, 0.15], [-0.45, -2.24, 1.13], [-0.92, 0.92, 0.22], [-0.96, 1.26, -1.49], [0.27, 1.82, -0.32], [1.43, -2.05, -0.75], [-0.93, -2.57, -0.12]], "nbo_charge": [-0.239, -0.808, 0.821, -0.395, 0.176, 0.194, 0.174, -0.071, 0.147]}

=====

Tell me which of them is the most stable. Sure, it is #i.